Entry 1:
Formula: C4H3NO3P2
Source: the OMol25 dataset
Level of theory: ωB97M-V/def2-TZVPD

```
13
Properties=species:S:1:pos:R:3:mulliken_charge:R:1
C 1.0783 -0.5396 0.5922 -0.13
C -0.7079 0.6425 0.2074 -0.46
C -0.9617 -0.4464 -0.6327 -0.23
C 4.3823 -0.1773 -0.7023 0.35
N 0.4359 0.5530 0.8996 -0.70
O 6.3334 -1.1627 0.9340 -0.63
O 6.2337 1.2672 0.4636 -0.57
O 3.8469 -0.1848 -1.7555 -0.36
P 0.3652 -1.5736 -0.5867 -0.38
P 6.0675 -0.0761 -0.0399 0.16
H 2.1732 -0.6339 1.0066 0.37
H -1.5110 1.4639 0.3869 0.25
H -1.9402 -0.5193 -1.1636 0.33
```

Computed properties:
Charge ... -2
E_HOMO (alpha / beta) ... -0.43 / -0.44 eV
ΔE to the lowest compared entry with this formula, charge and spin ... 0.0 kcal/mol
HOMO-LUMO gap (alpha / beta) ... 6.87 / 6.87 eV
LUMO energy (alpha / beta) ... 6.43 / 6.43 eV



Entry 2:
Formula: C44H54F4IrN7O3Sb
Source: the OMol25 dataset
Level of theory: ωB97M-V/def2-TZVPD

```
114
Properties=species:S:1:pos:R:3:mulliken_charge:R:1
Ir -2.0696 -1.3370 -0.6084 6.54
C -4.4573 -1.3899 -2.9083 0.33
C -4.9962 -2.0826 -1.6861 -1.14
N -4.1555 -1.7636 -0.4748 -1.47
C -4.7555 -0.6625 0.3218 -0.93
C -3.9878 -0.6073 1.6168 -0.50
N -2.5141 -0.7340 1.3761 -0.31
C -1.8868 -1.5271 2.4792 -0.10
C -2.1055 -3.0251 2.3607 -1.04
C -1.1221 -3.6838 1.4132 -0.78
N -1.3969 -3.3658 -0.0162 -0.85
C -2.2884 -4.3473 -0.6721 -1.04
C -2.2727 -4.0548 -2.1565 -0.59
N -2.2953 -2.5783 -2.4422 -1.15
C -3.3079 -2.1835 -3.4843 -1.01
H -4.1353 -0.3931 -2.6222 -0.81
H -5.2365 -1.2568 -3.6591 0.76
H -4.9892 -3.1675 -1.8056 0.58
H -6.0210 -1.7918 -1.4590 0.57
H -4.2065 -2.5889 0.1206 0.18
H -5.8123 -0.8635 0.5065 0.78
H -4.6853 0.2494 -0.2654 0.25
H -4.2863 -1.4511 2.2396 0.64
H -4.1858 0.3047 2.1773 0.29
H -2.1108 0.1999 1.4430 -0.53
H -2.2877 -1.1395 3.4173 0.70
H -0.8212 -1.3124 2.4499 -0.36
H -3.1350 -3.2648 2.0737 0.27
H -1.9771 -3.4702 3.3483 0.55
H -1.1321 -4.7689 1.5279 0.62
H -0.1116 -3.3387 1.6343 0.24
H -0.5022 -3.4287 -0.5021 0.28
H -3.2866 -4.2626 -0.2404 0.31
H -1.9543 -5.3693 -0.4818 0.63
H -3.1015 -4.5566 -2.6507 0.47
H -1.3539 -4.4490 -2.5961 0.47
H -1.3981 -2.4051 -2.9117 -0.09
H -3.6998 -3.1046 -3.9164 0.48
H -2.7803 -1.6518 -4.2737 0.47
C 5.7515 -2.4415 -1.3459 -1.01
C 5.1129 -1.1292 -1.7643 -1.02
N 3.7422 -0.9677 -1.2084 0.29
C 2.7043 -1.2113 -2.0012 -0.17
C 1.3962 -1.1150 -1.5855 -0.19
C 0.2827 -1.3080 -2.5496 0.09
O 0.3130 -2.2139 -3.3712 -0.72
O -0.7219 -0.4783 -2.4266 -0.89
C 1.0899 -0.8337 -0.2491 -0.07
O -0.1133 -0.8749 0.2337 0.54
C 2.2045 -0.5342 0.6074 1.39
C 2.0260 -0.1596 1.9515 -1.15
C 3.0919 0.1302 2.7433 0.18
F 2.8610 0.4125 4.0326 -0.36
C 4.4309 0.0942 2.2730 -0.94
C 4.6042 -0.2904 0.9530 -0.42
C 3.5246 -0.6044 0.1150 -0.09
N 5.5250 0.4224 3.0697 0.22
C 6.6866 -0.4600 3.1083 -0.43
C 7.9734 0.3234 3.3017 -0.76
N 7.8618 1.1487 4.5547 -0.13
C 6.6623 2.0559 4.4854 -1.00
C 5.4028 1.2292 4.2804 -0.60
H 6.7662 -2.4904 -1.7383 0.40
H 5.1976 -3.2885 -1.7498 0.37
H 5.7976 -2.5515 -0.2621 0.30
H 5.0091 -1.0794 -2.8459 0.50
H 5.6980 -0.2591 -1.4729 0.48
H 2.9289 -1.4832 -3.0254 0.66
H 1.0369 -0.1215 2.3836 0.42
H 5.6063 -0.3193 0.5556 0.86
H 6.7760 -1.0291 2.1870 0.26
H 6.5788 -1.1924 3.9215 0.22
H 8.1463 1.0230 2.4854 0.37
H 8.8323 -0.3369 3.4039 0.41
H 8.7147 1.6954 4.6996 0.37
H 7.7781 0.5295 5.3668 0.40
H 6.8356 2.7310 3.6490 0.37
H 6.6155 2.6275 5.4101 0.46
H 4.5780 1.9299 4.1917 0.46
H 5.2138 0.6091 5.1658 0.43
F 2.8719 5.0143 -1.2270 -0.32
C 1.8214 4.2014 -1.2526 -0.01
C 0.6270 4.6259 -0.7009 -0.89
C -0.4498 3.7552 -0.7060 -0.73
C -0.3340 2.4737 -1.2546 0.98
C 0.8653 2.1027 -1.8565 -0.65
C 1.9512 2.9626 -1.8535 -0.64
Sb -2.1202 1.3299 -1.1954 0.65
C -3.2196 2.0225 -2.8504 1.23
C -3.0355 1.4349 -4.1036 -0.57
C -3.6500 1.9661 -5.2213 -0.87
C -4.4416 3.0955 -5.0684 -0.01
F -5.0326 3.6060 -6.1341 -0.29
C -4.6159 3.7156 -3.8435 -0.82
C -3.9943 3.1761 -2.7289 -1.04
C -2.9511 2.2817 0.5305 0.86
C -4.2813 2.7027 0.6249 -1.15
C -4.7650 3.3002 1.7787 -0.92
C -3.9064 3.4575 2.8556 -0.02
F -4.3593 4.0187 3.9631 -0.31
C -2.5821 3.0497 2.8048 -0.99
C -2.1109 2.4747 1.6340 -0.42
H 0.5473 5.6234 -0.2908 0.54
H -1.3824 4.1024 -0.2828 0.48
H 0.9441 1.1716 -2.3830 0.54
H 2.8814 2.7052 -2.3424 0.60
H -2.3841 0.5776 -4.2229 0.48
H -3.5170 1.5392 -6.2062 0.55
H -5.2182 4.6117 -3.7796 0.52
H -4.1043 3.6871 -1.7822 0.53
H -4.9651 2.5830 -0.2071 0.54
H -5.7855 3.6523 1.8549 0.52
H -1.9424 3.2162 3.6612 0.55
H -1.0608 2.1973 1.5791 0.90
```

Computed properties:
Charge ... +4
E_HOMO (alpha / beta) ... -17.35 / -17.35 eV
ΔE to the lowest compared entry with this formula, charge and spin ... 0.0 kcal/mol
HOMO-LUMO gap (alpha / beta) ... 7.09 / 5.49 eV
Multiplicity ... 2
⟨S²⟩ ... 0.756
LUMO energy (alpha / beta) ... -10.27 / -11.86 eV